Molecular formula: C5H9NO2PS
Method: DFT, ωB97M-V/def2-TZVPD

## Properties
LUMO energy in Ha: -0.1998
Frontier orbital gap in Eh: 0.2454
Maximum force in hartree/bohr: 0.08357
Net charge: +1

XYZ file:
```
19
Properties=species:S:1:pos:R:3:forces:R:3:mulliken_charge:R:1
C 2.68321 1.12751 0.38993 -1.8 -2.7 -2.4 -0.567
C 2.09218 0.23201 -0.66329 2.3 2.7 2.5 0.006
N 0.80498 -0.57056 -0.44569 0.9 -2.2 -1.2 0.175
C 0.40034 -1.65909 -1.22297 -1.0 2.4 3.1 0.053
S -1.28144 -2.27286 -0.56034 2.6 0.5 0.0 -0.060
C -1.10426 -1.45516 1.14149 1.4 0.9 0.7 -0.480
C -0.16849 -0.14975 0.67500 -1.6 -1.7 2.1 -0.399
P -1.07221 1.32225 -0.18946 0.0 3.1 -1.6 0.364
O -1.77813 0.83810 -1.71451 -0.9 -1.3 3.3 -0.464
O -2.29891 2.01369 0.84013 0.0 -1.6 -2.7 -0.488
H 2.42873 0.98366 1.52444 0.1 0.6 -2.5 0.228
H 3.44828 1.98554 0.12142 -1.5 -2.4 0.4 0.269
H 2.68086 0.11941 -1.69388 -2.1 0.3 2.3 0.278
H 0.98543 -2.10937 -2.13919 -1.3 1.2 2.0 0.359
H -0.54992 -2.08929 1.98612 -1.0 0.9 -2.3 0.350
H -2.13047 -1.14657 1.66675 2.1 -0.4 -1.8 0.374
H 0.34594 0.22301 1.68487 -0.8 -0.5 -2.7 0.325
H -2.52784 0.17407 -1.58587 1.2 1.1 -0.5 0.321
H -2.95830 2.43338 0.18504 1.3 -0.7 1.5 0.357
```
Positions in Å, forces in eV/Å.

***

Molecular formula: C5H9NO2S
Method: DFT, ωB97M-V/def2-TZVPD

## Properties
LUMO energy (spin up / spin down) in Ha: -0.0330 / -0.0057
Frontier orbital gap (spin up / spin down) in Eh: 0.2968 / 0.2989
Maximum force in hartree/bohr: 0.03404

XYZ file:
```
18
Properties=species:S:1:pos:R:3:forces:R:3:mulliken_charge:R:1
C 0.33755 -2.65772 0.78126 -0.2 0.7 -0.6 -0.442
C 0.13272 -1.56249 0.07029 0.0 -1.1 0.5 0.421
C -0.76641 -2.73807 -0.21494 0.0 0.1 0.0 -0.624
C -1.44500 2.09515 0.00734 0.0 0.6 -0.4 -0.665
C 0.42834 -0.25802 -0.27984 0.1 1.4 0.7 -0.559
N -1.09406 1.04047 0.88338 0.6 -1.6 0.1 -0.426
O 2.60988 0.73632 -1.23011 -0.1 -0.7 0.5 -0.506
O 1.70704 1.78293 0.83891 0.0 0.7 0.5 -0.614
S 2.00989 0.46216 0.31512 -0.4 -0.5 -1.6 0.633
H 0.89179 -3.20548 1.50186 0.3 -0.2 0.4 0.391
H -0.62606 -3.30776 -1.12864 0.1 0.0 -0.1 0.213
H -1.79519 -2.71224 0.12429 -0.1 0.1 0.1 0.222
H -1.89116 1.68901 -0.90228 0.0 0.1 0.0 0.293
H -2.22832 2.67475 0.51596 0.0 0.1 -0.1 0.316
H -0.63613 2.79330 -0.24104 0.0 -0.1 0.0 0.254
H 0.06850 0.12480 -1.22166 0.0 0.2 -0.1 0.500
H 2.69756 1.68451 -1.37933 -0.1 0.3 0.2 0.325
H -0.40094 1.35839 1.55941 0.1 0.2 -0.1 0.267
```
Positions in Å, forces in eV/Å.

***

Molecular formula: C5H9NO3
Method: DFT, ωB97M-V/def2-TZVPD

## Properties
SMILES string: [H]/N=C/OO.C=CC(C)=O
LUMO energy in Ha: -0.0184
Frontier orbital gap in Eh: 0.3393
Maximum force in hartree/bohr: 0.08334

XYZ file:
```
18
Properties=species:S:1:pos:R:3:forces:R:3:mulliken_charge:R:1
H 1.72948 2.13496 -0.49276 0.4 0.3 -1.0 0.302
N 0.97390 1.95950 -1.14622 -0.8 -2.0 2.1 -0.483
C 0.58013 0.81008 -1.42000 -2.5 2.9 -2.0 0.109
O -1.07045 0.62302 -1.34287 3.1 0.3 -1.4 -0.275
O -1.37373 -0.40038 -2.32276 -0.2 0.5 1.3 -0.367
H 0.88697 0.16330 -2.24259 0.0 -1.0 0.7 0.390
H -1.81981 -1.00801 -1.68475 0.1 -0.3 -0.4 0.347
C 1.65974 -0.79839 1.01020 -0.5 0.5 -0.8 -0.700
C 0.63072 -1.03986 0.17680 -0.8 -0.6 1.5 -0.437
C -0.86130 -0.55155 0.40112 1.1 -2.6 1.4 1.250
C -1.07842 0.51268 1.45140 -0.3 0.7 -0.7 -1.317
O -1.69920 -1.43739 0.17691 0.7 1.4 -0.1 -0.729
H 1.70544 0.08089 1.64327 -0.1 -0.1 0.1 0.238
H 2.54755 -1.42306 1.00636 -0.1 0.0 -0.1 0.272
H 0.64334 -2.00102 -0.33457 0.0 0.3 -0.5 0.388
H -1.95423 1.07784 1.12804 -0.1 -0.1 0.4 0.322
H -0.26548 1.23023 1.55765 0.1 -0.1 -0.3 0.332
H -1.23464 0.06716 2.43477 -0.2 -0.2 -0.2 0.356
```
Positions in Å, forces in eV/Å.